No. 1
Entry from the Open Molecules 2025 dataset: a molecular structure, C43H68FGeN4O4RbSi3 in a non-equilibrium geometry (ωB97M-V/def2-TZVPD).

Relative energy (zero: lowest compared OMol25 entry of this formula, charge and spin) in eV: 0.304
Spin multiplicity: 2
E_tot in hartree: -5268.55152
Gap between HOMO and LUMO (alpha / beta) in eV: 5.44 / 6.69
Charge: +1
LUMO level (alpha / beta) in eV: -3.12 / -3.12

```
125
Properties=species:S:1:pos:R:3:forces:R:3:lowdin_charge:R:1
Rb -1.972724 0.633102 -1.441920 -0.69 0.94 0.46 0.891
Ge -1.029485 1.715134 2.408314 -0.03 -0.04 0.13 0.710
Si -0.675185 -0.323500 3.611958 0.05 0.05 0.02 0.296
Si 1.044886 2.805171 1.958640 0.02 0.00 -0.04 0.298
Si -2.566645 3.029399 3.683939 0.00 -0.01 -0.01 0.291
F 4.481164 -2.114983 1.424109 0.04 0.00 0.01 0.063
O -0.688133 -0.176568 -3.783616 0.09 0.00 -0.12 -0.092
O 0.080158 -0.920261 -0.663105 0.40 -0.30 0.11 -0.069
O 0.778056 1.589521 -2.256575 0.05 -0.08 0.03 -0.152
O -2.210130 -1.646146 -3.042840 0.02 -0.17 -0.11 -0.056
N -1.697627 3.749432 -1.720348 -0.09 -0.12 -0.01 0.090
N 6.751601 -6.485906 0.424930 -0.03 0.04 -0.01 0.046
N 1.616489 -3.951395 -2.899537 -0.02 0.04 0.00 -0.008
N 5.405349 -4.427741 0.071661 0.03 -0.11 -0.08 -0.117
C -5.313798 2.196306 -1.033529 0.01 -0.04 0.06 -0.275
C 7.157963 -5.808489 -0.857507 0.01 -0.01 0.04 -0.070
C -5.293137 0.158209 -2.357898 0.05 0.03 -0.01 -0.284
C 3.496786 -4.183471 -1.384554 -0.05 0.04 0.05 0.062
C 6.913842 -5.553208 1.589366 0.02 -0.03 -0.03 -0.070
C -1.320118 6.499194 -1.686324 0.00 -0.03 0.00 -0.051
C 0.860295 3.315413 -3.988066 0.05 0.01 0.03 -0.159
C 2.136294 1.740080 0.863510 -0.02 0.04 0.03 -0.207
C 1.466260 2.734623 -2.716866 -0.08 0.04 -0.03 -0.254
C 2.597135 -1.974661 0.034041 0.04 0.05 0.01 0.083
C -2.169075 -1.460741 3.579486 0.04 0.00 -0.02 -0.221
C 3.755282 -2.603746 0.390680 0.01 -0.03 -0.04 -0.184
C -2.115238 4.493319 -0.697300 -0.01 0.02 0.05 -0.175
C 1.014747 -6.036378 -4.177245 0.03 0.01 0.02 -0.080
C -5.219192 0.035851 0.065449 0.01 0.02 -0.03 -0.278
C 0.791467 4.471470 1.132244 0.02 -0.05 -0.01 -0.209
C 0.777217 -1.289439 2.906818 -0.10 0.01 0.01 -0.219
C 2.327105 -3.527892 -1.797144 0.01 -0.02 0.01 -0.116
C -5.452697 3.692154 -0.979979 0.02 0.05 0.02 -0.040
C 1.921477 3.061084 3.609237 0.03 0.04 -0.09 -0.214
C 6.530307 -4.402366 -0.846354 0.05 0.04 -0.01 -0.120
C 2.052601 -5.082082 -3.673309 -0.01 -0.05 -0.01 -0.274
C -0.302645 0.109279 5.411402 -0.01 -0.11 -0.06 -0.218
C 0.565949 -3.185747 -3.350355 0.00 0.05 0.02 0.048
C -3.981237 1.943365 4.284596 0.04 0.04 0.00 -0.215
C -0.657861 3.499448 -3.901571 -0.05 0.00 -0.03 -0.131
C 4.219185 -3.731048 -0.295125 -0.06 0.05 0.02 -0.153
C 5.854751 -4.441445 1.452666 0.02 0.05 0.08 -0.132
C -1.052534 -1.260671 -3.264375 0.13 -0.20 -0.13 -0.763
C 1.863100 -2.426359 -1.059216 0.02 -0.11 0.08 -0.028
C -1.958761 5.866357 -0.629815 -0.05 -0.01 -0.05 -0.067
C -5.243419 -0.584690 -1.175164 0.04 0.03 0.00 -0.029
C 0.079313 -2.109046 -2.706146 0.02 -0.09 -0.10 -0.030
C -5.297439 -0.534997 -3.690265 -0.01 -0.02 -0.03 -0.033
C -1.095553 4.357387 -2.745079 0.01 0.03 -0.04 -0.285
C 1.935985 -6.455565 -3.070663 -0.01 0.03 -0.02 -0.099
C -5.321467 1.541761 -2.265923 0.01 0.04 -0.07 -0.029
C -0.881414 5.735002 -2.753086 0.01 0.00 0.03 -0.011
C 0.610484 -1.739477 -1.412288 -0.03 -0.03 -0.16 -0.310
C -3.287595 4.470122 2.714746 0.00 -0.03 0.02 -0.218
C -1.651340 3.743983 5.168379 -0.11 0.02 -0.03 -0.217
C -5.244664 1.432194 0.122637 0.00 0.01 -0.02 -0.024
C -5.187278 -0.765368 1.336683 0.03 -0.02 0.04 -0.038
H 7.931248 -5.170673 1.530449 -0.01 0.00 0.02 0.136
H 7.275886 -3.654799 -0.546371 0.00 0.00 -0.01 0.137
H 2.979141 2.329814 0.490796 0.00 0.01 0.00 0.041
H 2.251524 -1.104991 0.575927 0.02 -0.02 -0.05 0.097
H -5.218799 -1.667519 -1.234631 0.00 0.00 0.01 0.128
H 2.547982 0.909358 1.440215 0.00 -0.03 0.02 0.008
H 1.752713 4.986063 1.047731 0.01 0.01 0.00 0.040
H -5.156188 -1.834948 1.131959 0.00 0.00 0.00 0.082
H -1.011715 3.948442 -4.833088 0.01 0.01 0.00 0.124
H 2.903981 -4.886447 -4.317533 0.00 0.01 0.00 0.153
H -5.363066 2.133664 -3.174742 -0.02 -0.01 -0.01 0.125
H 0.907698 -2.218408 3.469477 0.01 -0.01 0.00 0.036
H 5.002604 -4.643340 2.099468 -0.02 0.00 0.00 0.141
H 6.306348 -3.499489 1.777549 -0.02 -0.02 -0.01 0.129
H -2.328018 6.418120 0.224053 0.01 0.00 -0.01 0.104
H 6.788301 -6.428409 -1.672185 -0.01 0.02 0.00 0.134
H 1.162370 -6.454414 -5.161847 -0.01 0.00 0.00 0.110
H -2.395762 -1.786732 2.562215 0.00 0.01 0.01 0.024
H -2.374560 4.198949 5.851933 0.02 0.01 0.01 0.035
H -2.590931 3.953414 0.115723 0.00 0.02 -0.03 0.081
H -1.966723 -2.352733 4.179000 0.01 0.00 0.01 0.035
H -0.952683 4.524197 4.859941 0.01 -0.01 -0.02 0.023
H 7.267549 -7.352685 0.560803 0.03 -0.02 0.00 0.184
H 1.348584 4.271998 -4.198923 0.00 0.00 0.01 0.114
H -4.357946 -1.071096 -3.835353 0.00 0.00 0.00 0.063
H 1.512898 -6.511814 -2.076961 0.01 -0.01 0.01 0.113
H 0.531258 0.805651 5.511081 0.01 0.01 -0.03 0.016
H -6.489885 3.981027 -1.162839 0.00 0.00 -0.01 0.090
H 8.245808 -5.789814 -0.882802 -0.01 0.01 -0.02 0.135
H -1.092896 2.989503 5.723007 0.00 -0.02 -0.01 0.012
H -0.386108 6.195505 -3.598570 -0.01 0.00 -0.01 0.118
H -4.750623 2.555418 4.762401 0.00 0.01 0.01 0.037
H 2.109393 2.113406 4.117733 -0.01 -0.02 -0.02 0.016
H -6.114030 -1.256943 -3.746722 0.00 0.00 0.00 0.086
H 1.412026 3.467059 -1.905736 0.01 0.00 -0.02 0.107
H 0.114762 5.117265 1.695479 0.00 -0.01 0.02 0.025
H 1.712821 -0.728916 2.956872 0.00 0.03 0.01 0.020
H 1.348714 3.697161 4.285308 -0.02 0.00 0.01 0.016
H -6.070694 -0.563321 1.945567 0.00 -0.01 0.00 0.091
H 6.805288 -6.123803 2.508323 -0.01 0.01 0.00 0.137
H -1.141655 2.526697 -3.814628 0.02 -0.01 -0.01 0.094
H -1.168905 0.552251 5.904971 -0.03 0.02 0.00 0.017
H -2.500124 5.094805 2.288322 0.00 0.00 0.00 0.010
H -4.451359 1.394465 3.465891 0.02 0.02 -0.01 0.004
H -3.892376 5.097563 3.374813 0.00 -0.01 0.01 0.041
H -0.014073 -5.839499 -3.911532 0.00 0.00 -0.01 0.113
H -4.312828 -0.512213 1.939196 -0.01 0.00 0.00 0.047
H -5.240509 1.926216 1.090592 -0.01 0.00 -0.01 0.111
H 0.575803 -1.539667 1.862596 -0.02 0.02 0.05 0.009
H -4.837302 4.177256 -1.738458 0.00 0.00 0.00 0.077
H 2.712755 -7.175237 -3.290856 0.00 0.00 0.01 0.100
H 1.590814 1.342892 0.004451 0.01 0.00 0.00 0.009
H 2.888528 3.542463 3.433696 0.00 0.00 0.02 0.034
H -1.171995 7.571374 -1.681371 0.00 0.00 0.00 0.111
H -0.044836 -0.804427 5.955766 0.00 0.01 0.02 0.032
H -5.170104 4.089258 -0.004824 0.00 -0.01 -0.01 0.058
H 5.755540 -6.702700 0.344658 -0.02 -0.01 0.01 0.182
H 0.522076 1.011125 -3.000411 -0.01 -0.10 -0.02 0.041
H -3.058095 -0.981019 3.990559 -0.02 0.02 -0.01 0.014
H 3.832640 -5.066306 -1.910357 0.03 0.00 0.00 0.112
H -5.418727 0.179875 -4.503528 -0.01 0.00 0.00 0.080
H 0.379998 4.355719 0.126891 0.05 -0.01 0.06 0.004
H 0.135259 -3.521332 -4.283949 0.01 0.01 -0.01 0.152
H 6.191906 -4.142134 -1.845300 0.00 -0.01 0.00 0.135
H 1.081660 2.659453 -4.834611 -0.02 -0.02 0.01 0.119
H -3.931898 4.128175 1.902252 0.01 0.00 0.02 0.000
H -3.637505 1.213845 5.020127 0.02 -0.02 0.01 0.020
H 2.528208 2.511384 -2.882042 -0.02 0.01 -0.01 0.118
```
Forces are in eV/Å.

No. 2
Entry from the Open Molecules 2025 dataset: a molecular structure, C12H30ClINO2P2V in a non-equilibrium geometry (ωB97M-V/def2-TZVPD).

Relative energy (zero: lowest compared OMol25 entry of this formula, charge and spin) in eV: 0.000
Spin multiplicity: 3
E_tot in hartree: -3064.53017
Gap between HOMO and LUMO (alpha / beta) in eV: 4.92 / 4.92
Charge: +2
LUMO level (alpha / beta) in eV: -8.71 / -8.71

```
50
Properties=species:S:1:pos:R:3:forces:R:3:lowdin_charge:R:1
I -0.077731 -2.671464 -4.241795 -0.03 -0.11 -1.72 0.408
V -0.021049 -1.519128 -2.127339 0.12 -2.88 1.94 -0.377
Cl 0.001936 -3.264018 -0.646144 0.00 1.29 -0.92 0.095
P -1.968057 -0.560386 -1.271957 -2.39 0.98 1.78 0.714
P 1.927252 -0.521008 -1.284333 2.15 1.11 1.91 0.717
O 0.027183 1.724564 -3.712221 0.00 -1.29 -5.57 0.317
O -0.074028 -0.133389 2.165235 -0.06 0.23 -0.77 -0.037
N 0.053069 -0.336782 4.389317 -0.12 0.39 -0.92 -0.150
C 0.010533 1.634505 -6.285660 0.03 -0.52 -0.58 0.087
C 0.023895 1.558210 -4.863200 -0.04 1.79 5.21 0.053
C 2.761303 -1.399543 0.105203 -0.39 -0.59 -0.20 -0.245
C -0.003768 -1.771286 4.201765 -0.08 -0.35 -0.07 -0.031
C 0.010739 1.909509 3.453605 -0.05 0.18 -0.08 0.013
C -2.763884 -1.447361 0.131481 0.41 -0.55 -0.17 -0.247
C 0.109902 0.205648 5.728700 0.03 0.41 0.36 -0.038
C 3.346843 -0.157870 -2.348784 -0.09 -0.19 -0.54 -0.246
C -3.425111 -0.221782 -2.307373 0.16 -0.20 -0.51 -0.243
C -0.012224 0.422313 3.264692 0.18 -0.69 1.31 -0.501
C 1.664021 1.087026 -0.461797 -0.31 0.25 -0.11 -0.247
C -1.689904 1.049139 -0.471845 0.29 0.34 -0.08 -0.243
H 3.123370 0.706684 -2.975739 0.12 0.00 -0.05 0.041
H 1.041147 1.728557 -1.099108 0.28 0.03 0.30 0.016
H 0.989532 0.845331 5.870345 -0.14 -0.15 0.01 0.098
H 0.939825 2.224238 3.942206 -0.21 -0.02 -0.03 0.097
H 4.223523 0.057256 -1.729317 -0.20 -0.01 -0.10 0.070
H -2.025287 -1.616307 0.927237 -0.17 0.03 -0.27 0.028
H -4.278112 0.026029 -1.662037 0.28 -0.04 -0.16 0.070
H 2.638950 1.570493 -0.305675 -0.26 -0.17 -0.01 0.073
H 0.903609 1.112707 -6.683536 -0.27 0.14 0.16 0.157
H -3.157014 -2.413318 -0.218127 0.13 0.27 0.19 0.062
H 1.162093 0.921053 0.507348 0.09 0.06 -0.37 0.033
H 0.040830 -2.239642 5.181055 0.01 -0.13 -0.12 0.090
H -0.932402 -2.064798 3.697332 0.16 0.03 0.13 0.094
H -3.582437 -0.832893 0.523577 0.16 -0.02 -0.21 0.069
H -3.658875 -1.106339 -2.907506 -0.10 0.17 0.04 0.056
H 2.026455 -1.656083 0.882065 0.20 0.09 -0.29 0.027
H -0.059020 2.385798 2.478744 0.01 0.06 0.02 0.075
H 0.172163 -0.626664 6.428253 0.01 0.20 -0.01 0.091
H -0.901704 1.135629 -6.668898 0.27 0.13 0.18 0.157
H -1.313279 0.879381 0.550395 -0.02 0.07 -0.35 0.034
H -0.836363 2.232385 4.070554 0.22 -0.01 -0.07 0.097
H 3.530209 -0.743820 0.532876 -0.18 -0.06 -0.24 0.068
H 3.552325 -1.017413 -2.989229 0.14 0.08 0.00 0.055
H -3.212682 0.618259 -2.974181 -0.15 -0.07 -0.01 0.042
H 3.226365 -2.321621 -0.275958 -0.16 0.26 0.22 0.064
H 0.830805 -2.118215 3.586058 -0.07 0.00 0.11 0.091
H -2.635939 1.605722 -0.448407 0.22 -0.15 0.07 0.072
H -0.782367 0.795142 5.973042 0.13 -0.14 -0.02 0.099
H 0.022299 2.702344 -6.590723 0.00 -0.32 0.34 0.165
H -0.948938 1.623208 -1.040198 -0.31 0.07 0.24 0.009
```
Forces are in eV/Å.

No. 3
Entry from the Open Molecules 2025 dataset: 2 unconnected molecules or ions with the total composition C5H7ClN2O7 in a non-equilibrium geometry (ωB97M-V/def2-TZVPD).

Relative energy (zero: lowest compared OMol25 entry of this formula, charge and spin) in eV: 1.032
E_tot in hartree: -1290.84073
Gap between HOMO and LUMO (alpha / beta) in eV: 8.67 / 8.67
LUMO level (alpha / beta) in eV: -1.68 / -1.68

```
22
Properties=species:S:1:pos:R:3:forces:R:3:lowdin_charge:R:1
Cl 1.596335 -0.663498 -2.001037 0.09 0.26 -0.16 0.915
O -1.153743 -2.077117 -0.126412 -1.03 -1.47 0.39 0.174
O 3.374352 0.343811 1.141464 0.10 0.31 1.87 0.126
O 1.425352 2.346483 -1.034671 -0.36 -0.30 1.40 0.101
O 4.038265 -0.278189 -0.826381 -1.39 0.23 1.79 0.041
O -0.795402 0.108956 -0.372687 -1.10 1.15 0.07 -0.067
O 0.738606 1.902113 1.008198 0.01 0.67 0.44 0.131
O 1.407871 -2.448282 0.589454 3.44 4.09 2.84 0.055
N 1.222290 1.698531 -0.040798 0.99 -2.57 -2.32 -0.272
N 3.173557 -0.083604 0.056895 2.02 -0.61 -3.58 -0.387
C -2.147821 0.468428 -0.740895 -1.65 -1.51 0.66 -0.167
C 1.774080 -0.281529 -0.359522 -0.36 2.38 -0.26 -0.545
C -2.907963 0.885957 0.546600 -0.57 1.47 -2.07 -0.053
C 0.948495 -1.089730 0.548414 -1.11 -1.42 2.37 -0.270
C -0.513389 -1.101711 0.048591 1.74 1.09 -0.83 -0.515
H -2.069989 1.261710 -1.470363 0.07 -0.04 -0.22 0.120
H 0.958616 -0.639941 1.612119 0.18 -0.66 -1.59 0.195
H -2.778372 0.032456 1.183908 -0.72 -0.10 0.79 0.068
H -2.706168 -0.453793 -1.118443 1.08 1.27 -0.03 0.142
H -3.981763 1.247896 0.278907 1.66 -1.32 0.61 0.118
H -2.449648 1.789777 0.939861 0.27 -0.15 0.40 0.066
H 0.846429 -2.968727 0.136788 -3.37 -2.79 -2.58 0.025
```
Forces are in eV/Å.

No. 4
Entry from the Open Molecules 2025 dataset: a single C3H7NO4 molecule (ωB97M-V/def2-TZVPD).

Relative energy (zero: lowest compared OMol25 entry of this formula, charge and spin) in eV: 5.745
E_tot in hartree: -474.07515
Gap between HOMO and LUMO (alpha / beta) in eV: 8.48 / 8.48
LUMO level (alpha / beta) in eV: -0.30 / -0.30

```
15
Properties=species:S:1:pos:R:3:forces:R:3:lowdin_charge:R:1
O 2.082435 -0.935204 -1.077078 -0.18 0.22 0.04 0.081
O 0.930662 -1.275777 0.853484 -0.03 0.22 -0.31 0.017
O -1.171654 -1.914143 -0.786750 0.44 0.04 0.03 -0.068
O -0.439359 -0.745956 -1.123152 0.56 0.29 0.64 -0.201
N 0.898724 0.915784 -0.263566 -0.65 -0.57 -0.26 0.147
C 1.063371 -0.670785 -0.201494 -0.97 -0.05 0.10 -0.640
C -0.328672 1.336450 -0.080860 0.72 -0.17 -0.03 -0.072
C -1.194559 0.974573 1.064550 0.02 -0.29 -0.22 -0.029
H -0.670620 2.139034 -0.732463 0.08 0.09 0.12 0.141
H 1.388515 1.303445 -1.063366 -0.07 -0.04 0.04 0.144
H -1.200489 1.820283 1.763568 0.03 -0.01 -0.13 0.101
H -0.819690 -2.127436 0.101037 0.05 0.14 -0.04 0.072
H -2.216013 0.825785 0.710728 0.05 0.04 0.01 0.100
H 2.517427 -1.732444 -0.743241 -0.11 0.09 0.02 0.126
H -0.840076 0.086392 1.578602 0.06 0.01 -0.03 0.080
```
Forces are in eV/Å.